DFT (ωB97M-V/def2-TZVPD) results for a 3-piece molecular cluster, C22H44N3O2 overall.

```
! RIJCOSX wB97M-V def2-TZVPD def2/J DEFGRID3
* xyz -1 3
H 4.517 0.822 1.277
C 4.782 2.132 2.948
C -0.485 -3.018 -0.621
N 1.949 1.444 2.413
H 1.547 4.783 2.775
H -0.043 4.283 -3.180
H 4.877 2.073 4.039
N -2.557 -1.714 -0.105
N -0.433 2.787 -4.539
H 4.001 4.146 3.028
H -2.253 -1.013 -2.796
H 1.480 3.879 1.251
H -0.963 0.310 -1.199
C -3.645 -2.727 -0.255
C 3.756 3.188 2.552
H -2.341 1.199 -6.866
C -2.854 -3.072 -2.668
O 1.763 1.563 1.013
H 5.771 2.418 2.575
O -3.046 -0.528 -0.134
C 2.322 2.780 2.914
C -4.043 -2.892 -1.723
H -0.945 -2.144 -3.087
H -2.555 -3.953 1.186
C -0.658 0.686 -5.617
H -2.711 -4.728 -0.393
H 3.491 0.459 4.818
C -0.270 1.375 -4.351
C -0.480 -0.600 -0.852
H 0.776 1.192 -4.105
H -4.610 -2.010 -2.040
C -3.214 -4.089 0.330
H 2.901 2.336 5.010
C -1.822 -1.963 -2.462
C 2.937 0.377 2.671
C 2.146 2.875 4.443
C -1.371 -1.821 -1.009
H -2.733 0.199 -5.349
H 1.164 2.495 4.730
C 2.841 -0.096 4.141
H 1.814 -0.010 4.494
H 0.326 3.514 2.537
H 2.745 -0.667 0.757
H 3.137 -1.145 4.229
H -5.617 -3.066 0.504
H -1.751 3.914 -3.427
C 1.359 3.799 2.327
H -4.596 -2.116 1.593
C -2.008 0.685 -5.981
H -5.298 -1.370 0.154
H 0.431 -0.720 -1.437
H 0.456 -2.956 -1.165
H -3.208 -3.054 -3.702
H -4.088 -4.642 0.674
H -0.180 -0.442 0.185
C 4.388 0.780 2.363
H -4.723 -3.743 -1.808
C 2.608 -0.841 1.822
H 5.072 0.002 2.727
H 3.270 -1.666 2.110
H 0.091 0.218 -6.236
C -4.859 -2.283 0.548
H -0.724 2.856 -2.432
H -2.395 -4.054 -2.524
H -0.917 -3.988 -0.859
H -0.254 -2.994 0.444
H 2.213 3.920 4.761
C -0.762 3.481 -3.318
H 3.815 3.350 1.472
H 1.576 -1.167 1.983
H -0.907 0.971 -3.557
*
```

## Properties
HOMO-LUMO gap (spin up / spin down) = 3.38 / 2.18 eV
LUMO level (spin up / spin down) = 0.0858 / 0.0545 hartree

Partial charges, Mulliken, in e:
1. H 0.417
2. C -0.494
3. C -1.988
4. N 0.214
5. H 0.422
6. H 0.268
7. H 0.308
8. N 0.483
9. N -0.836
10. H 0.386
11. H 0.344
12. H 0.427
13. H 0.371
14. C 1.914
15. C -1.228
16. H 0.271
17. C -0.709
18. O -0.421
19. H 0.389
20. O -0.633
21. C 1.719
22. C -1.302
23. H 0.397
24. H 0.319
25. C -0.531
26. H 0.299
27. H 0.338
28. C 0.706
29. C -2.279
30. H 0.242
31. H 0.412
32. C -1.859
33. H 0.299
34. C -1.186
35. C 2.178
36. C -1.698
37. C 2.287
38. H 0.205
39. H 0.376
40. C -1.944
41. H 0.358
42. H 0.440
43. H 0.366
44. H 0.487
45. H 0.456
46. H 0.175
47. C -2.018
48. H 0.450
49. C -0.541
50. H 0.372
51. H 0.389
52. H 0.445
53. H 0.410
54. H 0.519
55. H 0.539
56. C -1.352
57. H 0.364
58. C -2.118
59. H 0.325
60. H 0.519
61. H 0.293
62. C -1.948
63. H 0.110
64. H 0.339
65. H 0.344
66. H 0.345
67. H 0.432
68. C -0.592
69. H 0.375
70. H 0.486
71. H -0.651

DFT (ωB97M-V/def2-TZVPD) results for C23H24Br2N3O3Tl as an isolated structure.

```
! RIJCOSX wB97M-V def2-TZVPD def2/J DEFGRID3
* xyz 2 1
H 0.237 -9.336 2.688
O -3.196 -1.792 4.657
C -0.323 5.247 -0.763
H -2.060 -2.379 3.022
H 1.364 4.561 2.089
C 0.286 -8.426 2.105
C -5.539 1.011 2.703
C 0.777 4.414 1.194
H 0.669 -5.097 2.530
H 0.337 -7.383 -1.108
C -6.111 0.214 3.684
H -0.687 -0.559 -3.962
C 0.417 -6.080 0.613
C 0.954 0.831 -3.752
H -7.157 0.331 3.934
H 1.675 1.268 -1.961
N -0.885 -1.956 1.424
H -1.111 -4.012 1.775
H -1.408 -0.090 3.723
H 0.784 -5.106 -1.243
O 1.006 0.670 -2.310
C 0.472 -4.933 -0.218
C -3.433 -0.085 3.057
C -1.945 -0.262 2.756
C 0.320 -0.399 -4.353
C 0.432 5.483 0.378
C 0.484 -6.036 2.026
N -1.662 -1.671 2.401
H -3.648 -2.198 5.407
H 0.496 -7.169 3.834
Tl -1.314 0.587 -0.987
Br 0.792 -2.293 -1.085
C -0.637 -3.234 1.180
C 0.170 -3.612 0.104
H -5.803 -1.354 5.124
H 0.595 2.295 1.453
C -0.700 3.947 -1.037
H -1.289 3.733 -1.923
C 0.347 -7.341 -0.027
H -3.736 1.501 1.651
H 0.180 -9.455 0.220
N -0.378 2.908 -0.260
C -5.355 -0.734 4.356
H 0.921 -1.285 -4.151
H 0.238 -0.284 -5.433
C 0.348 3.150 0.835
O -1.435 0.618 1.921
C -4.014 -0.877 4.043
C 0.257 -8.497 0.714
H 1.968 0.969 -4.127
Br 0.975 7.220 0.812
H -6.136 1.750 2.188
H -0.611 6.054 -1.421
C -4.197 0.864 2.394
C 0.417 -7.199 2.756
H 0.378 1.729 -3.991
*
```

## Properties
HOMO-LUMO gap (spin up / spin down) = 5.70 / 5.55 eV
Energy above the lowest of the compared OMol25 structures with the same formula, charge and spin = 0.0 kcal per mole
LUMO level (spin up / spin down) = -0.3044 / -0.3026 hartree

Partial charges, Mulliken, in e:
1. H 0.409
2. O -0.600
3. C -0.652
4. H 0.304
5. H 0.444
6. C -0.349
7. C -0.823
8. C -0.596
9. H 0.643
10. H 0.361
11. C -0.525
12. H 0.226
13. C 0.915
14. C -0.204
15. H 0.411
16. H 0.223
17. N -0.520
18. H 0.616
19. H 0.225
20. H 0.364
21. O -0.400
22. C -0.879
23. C 0.126
24. C 0.305
25. C -0.977
26. C 0.241
27. C -0.329
28. N 0.340
29. H 0.345
30. H 0.413
31. Tl 0.812
32. Br -0.164
33. C -0.349
34. C 0.462
35. H 0.334
36. H 0.457
37. C -0.157
38. H 0.402
39. C -0.532
40. H 0.425
41. H 0.415
42. N -0.118
43. C -0.749
44. H 0.238
45. H 0.371
46. C -0.330
47. O -0.223
48. C 0.863
49. C -0.634
50. H 0.374
51. Br -0.072
52. H 0.421
53. H 0.450
54. C -0.360
55. C -0.638
56. H 0.249

DFT (ωB97M-V/def2-TZVPD) results for a 16-piece molecular cluster, C41H85BF4N13O22S2 overall.

```
! RIJCOSX wB97M-V def2-TZVPD def2/J DEFGRID3
* xyz -3 1
N 1.285 -1.469 2.638
H -2.857 -3.681 2.437
H -6.996 4.481 -2.898
H -3.528 -2.364 4.207
O 4.581 -3.011 4.342
H -0.220 -2.727 8.912
H 5.358 2.499 -1.263
C -0.286 2.346 -0.504
N 3.875 1.264 -5.536
H -1.545 2.818 6.004
H 3.361 -1.379 2.083
C -0.344 -3.754 -0.705
C 2.342 -1.036 1.928
C 4.062 3.579 -6.256
S 3.999 -2.481 -0.943
C -0.078 4.293 4.626
H -1.857 0.457 -5.557
C 3.673 2.912 -0.244
H -3.189 5.100 1.434
H 1.706 -3.428 -1.084
O 1.120 -4.213 6.522
H 2.945 0.278 0.371
H 4.076 -7.514 2.671
O 5.153 -2.117 -0.104
C 3.263 7.747 -4.069
H -5.425 0.620 3.396
C -3.214 4.583 0.465
O 0.471 -5.113 -3.453
H -4.248 0.875 2.129
C 4.307 -1.907 4.872
H -4.095 1.798 3.582
H 2.415 -2.973 3.556
H 0.933 1.768 -8.038
C 0.839 0.344 0.632
H 4.744 3.136 -6.977
H 2.018 -5.768 -0.795
H -1.115 -6.545 3.856
C -0.642 2.961 -1.663
H 4.010 -4.253 2.863
H 4.411 -6.347 3.932
C 3.272 6.285 -3.745
H 3.367 7.855 -5.150
C 2.808 -5.814 2.561
O -2.433 -0.107 4.330
N 2.138 5.575 -3.909
N -4.066 -1.553 3.891
H -4.812 -1.742 3.239
H 2.109 -1.714 4.550
H 1.757 -6.894 -2.146
C 0.532 1.253 -2.881
H 1.612 -0.189 -1.905
H -0.498 2.708 0.496
H -0.403 -0.423 -5.990
N -0.301 2.296 -2.826
H 2.752 -1.408 6.286
N -1.313 2.264 5.198
C 1.930 -4.281 8.842
C 4.579 1.873 -0.806
H -1.212 0.217 1.295
C 1.038 0.725 -1.723
N 3.346 -4.666 2.213
H 2.835 -4.098 1.541
C 3.637 -2.049 6.232
O -0.164 2.368 3.262
C 3.607 -6.792 3.342
H 0.569 -0.129 -7.852
F -3.773 -2.588 -0.540
N -0.168 -3.291 8.081
C 0.286 0.898 -8.090
H 3.492 -3.042 6.654
H -8.165 3.404 -2.217
H 3.015 -5.506 -2.296
H -1.529 3.556 -3.912
H -1.005 -3.275 7.518
H -0.982 4.900 4.492
H -2.146 -5.228 2.033
H 3.005 -7.341 4.067
H 3.947 8.331 -3.461
H 0.641 4.488 3.836
C -7.103 3.464 -2.500
H 0.831 -2.885 -2.303
C -0.973 -5.629 4.426
H 1.492 -4.985 9.547
N -6.371 2.911 -1.383
O 4.360 5.737 -3.618
O 1.033 -2.006 -5.722
H -2.144 4.381 0.388
H -0.473 -4.743 -0.273
B -4.098 -2.083 0.714
O 3.499 2.977 0.984
H -5.500 2.449 1.268
H 3.274 0.588 -5.033
C 2.110 -0.139 0.912
H 1.297 6.086 -3.689
H -0.775 -1.481 3.032
H 2.296 8.256 -3.954
H -7.942 2.697 -4.347
O 2.604 2.809 -4.479
C -5.512 1.993 -5.440
C -0.512 2.873 4.326
O 2.887 -3.145 -0.187
C 0.033 -1.063 2.451
H 3.202 3.981 -6.801
H 2.812 -4.735 8.396
H -1.223 3.869 -1.676
H -0.149 0.769 -9.084
C -1.866 -4.494 3.946
C 3.448 2.510 -5.330
H -7.156 1.513 -3.356
H 0.168 3.557 -4.421
C 1.579 -2.320 3.812
O 1.602 -6.049 2.285
H -4.645 2.232 -6.054
C -5.223 3.384 0.777
H -7.167 3.993 0.290
O 4.469 -0.752 4.407
N 3.016 3.733 -1.071
C -3.547 -0.319 3.866
C -6.236 3.800 -0.257
C -0.212 -0.168 1.426
H -5.480 2.660 -1.802
H 0.685 -2.804 4.186
C 1.074 -4.897 -2.445
F -4.979 -1.019 0.502
H 3.277 3.725 -2.045
H -1.821 1.409 4.954
O -5.772 2.810 -4.280
H -0.966 -5.720 5.509
F -4.642 -2.992 1.691
C -7.063 2.543 -3.716
H 2.318 4.345 -0.689
H 0.877 0.873 -3.837
C -4.366 0.810 3.211
H 4.936 1.232 -0.008
C 2.081 -5.893 -1.878
O -1.584 2.203 -7.311
O 2.177 -3.016 -3.865
C 0.971 -3.888 7.679
H -0.176 -3.052 0.110
H -0.954 2.183 -4.836
N 0.824 -3.682 -1.631
S 1.468 -1.807 -4.334
C -0.863 1.214 -7.148
H -1.227 -3.419 -1.246
C -0.658 2.928 -4.104
H 4.328 -1.582 6.948
F -2.900 -1.595 1.249
O 4.457 -3.310 -2.053
H 4.223 1.343 -1.693
H 2.072 4.556 -3.983
O 3.519 -1.365 -1.747
O -3.884 3.351 0.392
H 2.151 -3.327 9.325
O 2.524 -0.807 -4.140
C 0.520 1.212 -0.527
H 4.397 4.421 -5.652
H -5.393 4.069 1.621
H -6.415 2.029 -6.053
O 0.338 -1.640 -3.409
H -3.520 5.356 -0.244
H 0.140 4.551 5.664
N -2.245 -4.454 2.664
N -1.042 0.352 -6.135
H 0.067 -5.329 4.255
O -2.305 -3.649 4.741
H -6.055 4.841 -0.577
H -5.316 0.968 -5.117
H 4.405 1.051 -6.358
*
```

## Properties
HOMO-LUMO gap = 3.36 eV
LUMO level = 0.1627 hartree

Atomic partial charges in e from the Mulliken method, atoms 1 to 99:
1. N 0.728
2. H -0.012
3. H 0.372
4. H 0.360
5. O -0.775
6. H 0.166
7. H 0.471
8. C 0.293
9. N -0.172
10. H 0.152
11. H 0.518
12. C -0.622
13. C -0.707
14. C -1.144
15. S 1.379
16. C -1.380
17. H 0.228
18. C 0.742
19. H 0.346
20. H -0.386
21. O -0.372
22. H -0.189
23. H 0.296
24. O -0.828
25. C -1.226
26. H 0.476
27. C -0.634
28. O -0.607
29. H 0.223
30. C 0.639
31. H 0.441
32. H -0.091
33. H 0.161
34. C 1.608
35. H 0.369
36. H -0.022
37. H 0.409
38. C -0.088
39. H 0.390
40. H 0.342
41. C 0.670
42. H 0.289
43. C 0.916
44. O -0.871
45. N -0.077
46. N -0.194
47. H 0.175
48. H 0.388
49. H 0.383
50. C -0.676
51. H -0.399
52. H 0.272
53. H -0.051
54. N 0.507
55. H 0.329
56. N -0.160
57. C -1.372
58. C -1.344
59. H 0.485
60. C 0.197
61. N 0.089
62. H -0.244
63. C -0.770
64. O -0.319
65. C -1.402
66. H 0.338
67. F -0.336
68. N -0.281
69. C -1.101
70. H -0.003
71. H 0.380
72. H 0.274
73. H 0.402
74. H 0.217
75. H 0.328
76. H 0.183
77. H 0.337
78. H 0.304
79. H 0.276
80. C -0.776
81. H -0.544
82. C -0.801
83. H 0.395
84. N -0.145
85. O -0.593
86. O -0.898
87. H -0.033
88. H 0.279
89. B 0.413
90. O -0.712
91. H 0.185
92. H 0.257
93. C 0.093
94. H 0.225
95. H 0.108
96. H 0.367
97. H 0.515
98. O -0.012
99. C -0.726

DFT (ωB97M-V/def2-TZVPD) results for C19H18FNO3 in the gas phase.

```
! RIJCOSX wB97M-V def2-TZVPD def2/J DEFGRID3
* xyz 0 1
H -3.553 -0.307 -1.125
H 0.379 3.734 1.448
C 0.541 -1.846 2.831
C 0.079 -2.929 3.311
C -1.891 1.110 -1.779
C 0.108 -1.617 1.430
C -2.245 -1.258 -2.243
C -0.317 -0.012 -3.086
O -0.832 4.042 -0.619
H 3.107 -0.494 0.239
C -0.561 -3.684 1.345
H 0.844 2.448 -3.435
C -1.070 -1.163 -3.036
H -0.176 -2.403 -0.398
O 0.546 2.463 -1.302
H 0.092 0.736 2.196
H -2.475 1.984 -1.247
H -0.075 -3.035 4.506
C 0.070 3.307 -0.338
C -0.061 2.423 -2.527
O 3.371 2.245 0.903
H 1.943 3.804 0.832
H -0.695 1.113 0.623
F 0.700 0.003 -4.061
N 1.081 1.837 1.157
C -0.712 -4.053 2.507
C 0.931 3.347 0.861
H 0.738 -0.574 -0.405
C 2.475 -0.030 0.924
H -0.601 3.321 -2.654
C -0.846 1.260 -2.331
H -2.634 -2.145 -1.978
C 0.049 0.946 1.367
C 2.534 1.449 0.920
H -1.044 -4.439 0.664
H 2.656 -0.392 2.034
H -0.988 -4.912 3.005
C -0.184 -2.680 0.686
C 1.048 -0.386 0.665
C -2.424 -0.093 -1.688
H -0.703 -2.018 -3.609
H 0.792 -1.104 3.407
*
```

## Properties
HOMO-LUMO gap = 9.07 eV
Energy above the lowest of the compared OMol25 structures with the same formula, charge and spin = 342.4 kcal per mole
LUMO level = 0.0185 hartree
Structure (SMILES) = O=C(CN1C[C@H](c2ccccc2)CC1=O)OCc1ccccc1F

Partial charges, Mulliken, in e:
1. H -0.021
2. H 0.572
3. C -1.091
4. C -0.393
5. C 0.115
6. C 1.371
7. C -1.062
8. C 0.065
9. O -0.623
10. H 0.401
11. C -0.263
12. H 0.211
13. C -0.331
14. H 0.262
15. O -0.168
16. H 1.424
17. H 0.268
18. H 0.159
19. C 0.840
20. C -1.108
21. O -0.555
22. H 0.389
23. H 0.445
24. F -0.373
25. N -0.089
26. C -1.116
27. C -1.212
28. H -0.428
29. C -0.566
30. H 0.469
31. C 0.656
32. H 0.602
33. C -1.739
34. C 0.375
35. H 0.168
36. H 0.200
37. H 0.517
38. C -0.102
39. C 0.554
40. C 0.285
41. H 0.381
42. H 0.512